Entry 1:
# C6H11NO

2 unconnected molecules or ions with the total composition C6H11NO at a distorted geometry (the ωB97M-V functional and the def2-TZVPD basis, OMol25).

- relative energy (zero: lowest compared OMol25 entry of this formula, charge and spin) (kcal per mole) = 70.85
- orbital gap (eV) = 9.01
- total charge = 0

Each line ends with the Löwdin charge.
CARTESIAN COORDINATES (ANGSTROEM)
C  0.10539  -1.82510  -0.38216  -0.09
N  -1.75918  -0.39872  1.39182  0.07
C  -0.37534  -0.22204  1.48964  -0.27
C  0.53267  -0.93080  0.73234  -0.16
H  -2.27581  0.35663  1.82129  0.09
H  -2.06768  -0.46473  0.42835  0.08
H  -0.05169  0.16075  2.45024  0.12
H  1.55813  -0.99323  1.06527  0.11
H  -0.65104  -2.53058  -0.03433  0.08
H  0.94878  -2.38264  -0.78188  0.08
H  -0.34752  -1.22668  -1.18038  0.07
C  -0.01833  1.60786  0.25575  -0.35
C  1.05601  1.12811  -0.72392  -0.17
C  0.74956  0.90082  -2.00435  0.00
O  -1.17341  1.82657  -0.10217  -0.01
H  0.47126  2.20070  1.05009  0.13
H  2.08607  1.19232  -0.39750  0.10
H  1.49124  0.64992  -2.74656  0.06
H  -0.27910  0.95084  -2.33154  0.06

Entry 2:
# C3H6N2O

C3H6N2O in the gas phase (the ωB97M-V functional and the def2-TZVPD basis, OMol25).

- relative energy (zero: lowest compared OMol25 entry of this formula, charge and spin) (kcal per mole) = 28.06
- orbital gap (eV) = 10.69
- total charge = 0

Each line ends with the Löwdin charge.
CARTESIAN COORDINATES (ANGSTROEM)
N  1.88941  -0.05458  0.00920  0.17
C  0.88810  0.83172  0.25731  -0.52
O  1.04335  2.03453  0.35755  0.05
C  -0.48185  0.21553  0.43815  -0.25
C  -1.38133  -0.09433  -0.69438  -0.12
N  -0.68163  -1.16302  0.01681  0.01
H  2.85404  0.24358  0.05041  0.11
H  1.67856  -1.03686  -0.06276  0.09
H  -0.97831  0.55800  1.34772  0.15
H  -1.06234  0.08654  -1.71630  0.11
H  -2.45207  0.02344  -0.53440  0.11
H  -1.30275  -1.65065  0.65505  0.10

Entry 3:
# C17H18F4N4O

C17H18F4N4O in the gas phase at a distorted geometry (the ωB97M-V functional and the def2-TZVPD basis, OMol25).

- relative energy (zero: lowest compared OMol25 entry of this formula, charge and spin) (kcal per mole) = 0.00
- orbital gap (eV) = 8.51
- total charge = 0

Each line ends with the Löwdin charge.
CARTESIAN COORDINATES (ANGSTROEM)
O  -1.80216  -0.64601  2.55794  0.05
F  -4.43377  1.78278  -0.01247  0.05
F  3.38124  -4.26959  -3.92013  0.13
F  4.53620  -2.32147  -3.80056  0.12
F  3.16366  -2.66960  -5.46698  0.11
N  2.22821  -1.13451  -2.69866  0.14
N  -1.00860  0.65443  -0.80698  0.17
C  -0.65904  -0.34780  2.25306  -0.46
C  1.13776  -0.60729  -2.14365  -0.08
C  -1.26833  -0.44471  -1.55263  -0.20
C  2.13605  -2.30861  -3.38054  -0.14
C  -2.03362  1.33588  -0.27033  -0.19
C  -2.58995  -0.85938  -1.77975  0.00
C  0.87218  -2.90845  -3.45544  0.00
C  -3.65018  -0.12172  -1.28065  0.04
C  -0.23388  -2.35534  -2.83477  -0.02
C  -3.38408  1.03699  -0.50351  -0.16
C  -0.12653  -1.16434  -2.17019  -0.16
N  0.14085  -1.36687  1.77625  0.16
N  -1.33319  2.04951  2.01607  0.00
C  3.34942  -2.92618  -4.13263  -0.49
C  -1.67528  2.50165  0.64432  -0.12
C  1.08736  3.01715  3.24851  -0.09
C  2.01559  0.78876  3.37159  -0.08
C  0.69133  1.55135  3.33907  -0.38
C  -0.18261  1.13384  2.14230  -0.26
H  1.26708  0.35587  -1.63178  0.12
H  -2.83046  -1.72176  -2.35800  0.10
H  0.77643  -3.85991  -3.99219  0.13
H  -4.66752  -0.44507  -1.43290  0.12
H  -1.15971  -2.91396  -3.01902  0.12
H  -0.31735  -2.16557  1.41854  0.09
H  0.90165  -1.01907  1.18749  0.10
H  -2.15005  1.59781  2.43341  0.11
H  -0.80751  3.03420  0.23534  0.12
H  -2.54298  3.21253  0.69000  0.13
H  0.22973  3.65674  3.31134  0.06
H  1.61519  3.26844  2.31604  0.09
H  1.73990  3.27934  4.11264  0.09
H  1.86113  -0.27587  3.52373  0.07
H  2.47457  0.85698  2.37990  0.08
H  2.66641  1.19842  4.12784  0.07
H  0.12306  1.38927  4.28656  0.16
H  0.46182  1.15111  1.27185  0.13

Entry 4:
# C6H13NO

C6H13NO in the gas phase at a distorted geometry (the ωB97M-V functional and the def2-TZVPD basis, OMol25).

- relative energy (zero: lowest compared OMol25 entry of this formula, charge and spin) (kcal per mole) = 51.97
- orbital gap (eV) = 8.41
- total charge = 0

Each line ends with the Löwdin charge.
CARTESIAN COORDINATES (ANGSTROEM)
C  1.25198  -2.24705  -0.31265  -0.25
O  1.22883  -2.27702  1.10068  -0.10
C  0.55745  -0.92720  -0.80195  -0.13
C  -0.40582  -0.36904  0.26728  -0.17
C  -1.10604  0.88622  -0.23430  -0.38
C  -2.27159  0.85524  -0.89934  0.01
C  0.72188  2.26105  0.75376  -0.13
N  -0.45258  2.11067  -0.07669  -0.04
H  2.29794  -2.13679  -0.61820  0.11
H  0.76480  -3.13066  -0.72604  0.11
H  1.65156  -3.05310  1.51333  0.10
H  1.30335  -0.13496  -0.82186  0.10
H  -0.00497  -1.11521  -1.70840  0.11
H  0.09972  -0.10161  1.19176  0.08
H  -1.18884  -1.02916  0.63466  0.12
H  -2.58405  1.75873  -1.41574  0.05
H  -2.78510  -0.03763  -1.22271  0.05
H  0.72260  3.29470  1.11345  0.08
H  0.78554  1.68750  1.68309  0.08
H  1.68268  2.11588  0.25761  0.07
H  -1.02428  2.94324  -0.05466  0.12

Entry 5:
# C36H106N8O13

13 unconnected molecules or ions with the total composition C36H106N8O13 at a distorted geometry (the ωB97M-V functional and the def2-TZVPD basis, OMol25).

- relative energy (zero: lowest compared OMol25 entry of this formula, charge and spin) (kcal per mole) = 78.99
- orbital gap (eV) = 9.17
- total charge = 0

Each line ends with the Löwdin charge.
CARTESIAN COORDINATES (ANGSTROEM)
O  -1.45286  -5.99770  3.23607  -0.02
H  -2.16232  -5.53363  3.63004  0.00
H  -1.63555  -6.92861  3.32104  0.06
C  7.32598  0.69705  -0.36718  -0.04
C  6.11531  1.31667  0.24448  -0.54
C  6.16191  1.33555  1.73837  -0.13
O  6.22880  -0.06406  2.14658  -0.25
C  7.26481  -0.42090  3.06160  -0.10
N  5.98707  2.59186  -0.29434  0.05
H  8.16207  1.32916  -0.15253  0.08
H  7.06822  0.56675  -1.43670  0.10
H  7.50357  -0.30494  0.03308  0.07
H  5.25080  0.67660  -0.03610  0.10
H  5.32894  1.72681  2.33405  0.14
H  7.04602  1.82899  1.95958  0.10
H  7.54221  0.41483  3.78902  0.12
H  8.15887  -0.78318  2.61524  0.07
H  6.94670  -1.28558  3.71205  0.10
H  4.96405  2.83780  -0.28602  0.09
H  6.20465  2.48770  -1.31284  0.10
C  -4.92468  -2.59550  5.33845  -0.06
C  -4.74611  -2.24215  3.86913  -0.44
C  -4.00319  -3.42026  3.15279  -0.18
O  -2.85448  -3.89447  3.80714  -0.24
C  -1.80991  -2.92720  3.99654  -0.08
N  -5.99323  -1.88434  3.23019  0.04
H  -5.33678  -1.76788  5.88129  0.07
H  -3.96045  -2.81470  5.86375  0.08
H  -5.61916  -3.45298  5.42963  0.09
H  -4.17230  -1.31622  3.79110  0.13
H  -3.72728  -3.14148  2.11200  0.12
H  -4.70194  -4.25225  3.11207  0.13
H  -1.66815  -2.26547  3.17205  0.04
H  -0.83836  -3.49242  4.23137  0.12
H  -2.02003  -2.28958  4.87795  0.09
H  -5.89538  -1.46159  2.31454  0.05
H  -6.80269  -2.49749  3.33774  0.08
C  5.72112  -2.84999  -0.27078  -0.06
C  4.50780  -2.11741  -0.65629  -0.46
C  4.21334  -2.23874  -2.17730  -0.19
O  5.44524  -2.14379  -2.84428  -0.22
C  5.46353  -2.37178  -4.22784  -0.10
N  3.33838  -2.49769  0.05065  0.05
H  6.66253  -2.29960  -0.35268  0.07
H  5.85617  -3.81524  -0.78121  0.09
H  5.66804  -3.12661  0.83632  0.10
H  4.67574  -1.01238  -0.42997  0.13
H  3.43246  -1.48508  -2.43910  0.12
H  3.79907  -3.23341  -2.37607  0.12
H  4.73847  -3.14111  -4.49927  0.08
H  6.47083  -2.80423  -4.39351  0.10
H  5.17887  -1.37123  -4.71016  0.11
H  3.22734  -3.44777  -0.13214  0.06
H  3.47664  -2.45015  1.03629  0.07
C  -0.85198  8.36899  2.75951  -0.05
C  0.10908  7.51093  1.87479  -0.48
C  0.17051  6.14521  2.54946  -0.24
O  0.60828  6.30763  3.88686  -0.18
C  0.46376  5.13867  4.63132  -0.11
N  -0.23084  7.47507  0.50843  0.04
H  -0.32409  8.88650  3.61930  0.09
H  -1.55249  7.61609  3.17031  0.07
H  -1.38217  9.09325  2.08659  0.08
H  1.12578  7.86778  2.00846  0.14
H  0.81095  5.50867  1.94929  0.12
H  -0.81551  5.68648  2.53300  0.12
H  0.85457  5.24681  5.61270  0.08
H  0.93244  4.28394  4.07037  0.09
H  -0.60080  4.92717  4.71695  0.09
H  -0.92243  6.70514  0.23164  0.11
H  0.60301  7.44153  -0.04623  0.06
C  -4.31000  3.32617  -0.50081  -0.06
C  -3.28092  3.74945  -1.52880  -0.39
C  -1.82074  3.62129  -1.14447  -0.14
O  -0.91153  3.81042  -2.29427  -0.20
C  0.42052  3.94670  -1.87862  -0.12
N  -3.40587  2.82647  -2.71158  0.04
H  -4.09420  2.49638  0.18894  0.07
H  -5.28181  2.99637  -0.87856  0.08
H  -4.38071  4.13951  0.23029  0.08
H  -3.53314  4.75887  -1.83266  0.13
H  -1.59450  2.66281  -0.71821  0.10
H  -1.58939  4.36419  -0.40393  0.11
H  1.03220  3.57700  -2.71335  0.08
H  0.72337  3.36838  -0.98321  0.07
H  0.74266  5.00573  -1.74841  0.09
H  -2.56944  3.07491  -3.26335  0.05
H  -4.19863  2.90750  -3.28440  0.05
C  -0.90627  2.67965  -6.13708  -0.05
C  -1.23135  1.15670  -5.79985  -0.42
C  -0.99033  0.81808  -4.30221  -0.22
O  -1.04576  -0.56800  -4.06146  -0.19
C  -0.76900  -0.89086  -2.72281  -0.10
N  -2.53529  0.70769  -6.26326  0.03
H  -0.99764  2.91499  -7.22452  0.08
H  0.05748  2.97266  -5.70524  0.07
H  -1.74045  3.30754  -5.79566  0.06
H  -0.46900  0.52938  -6.39777  0.15
H  -1.76781  1.30058  -3.71375  0.09
H  0.02667  1.20824  -4.09713  0.12
H  -1.27830  -0.22192  -1.96132  0.10
H  0.36687  -0.83190  -2.59064  0.10
H  -1.11952  -1.90235  -2.69730  0.07
H  -3.25913  1.30143  -5.82182  0.08
H  -2.71531  -0.23556  -5.90222  0.05
C  -3.95139  -5.36608  -1.03504  -0.06
C  -3.34157  -4.28998  -1.88172  -0.48
C  -4.06638  -4.23182  -3.19336  -0.20
O  -3.33166  -3.28968  -3.98792  -0.20
C  -3.65315  -3.37874  -5.36585  -0.12
N  -3.44567  -3.02967  -1.21451  0.07
H  -3.75816  -6.35138  -1.46741  0.09
H  -5.00358  -5.09170  -0.86843  0.09
H  -3.48200  -5.35621  -0.03395  0.08
H  -2.26687  -4.64811  -2.05108  0.16
H  -5.06961  -3.81517  -3.03850  0.14
H  -4.08059  -5.21044  -3.62192  0.12
H  -4.65394  -3.01476  -5.74810  0.10
H  -3.60260  -4.46503  -5.69633  0.10
H  -2.92051  -2.69159  -5.85164  0.09
H  -2.82686  -3.02123  -0.41887  0.05
H  -3.05298  -2.28339  -1.79086  0.08
C  0.67424  1.67314  2.17860  -0.04
C  0.84774  0.32713  1.49575  -0.38
C  -0.01366  0.40871  0.20533  -0.19
O  -1.43101  0.57021  0.35586  -0.22
C  -2.18086  -0.50979  0.85895  -0.08
N  2.24542  0.08200  1.07702  0.07
H  1.29219  2.42801  1.63326  0.09
H  0.98159  1.76378  3.20119  0.06
H  -0.35533  1.90880  2.11536  0.06
H  0.40513  -0.50901  2.06590  0.13
H  0.22926  -0.44454  -0.43735  0.10
H  0.37834  1.27957  -0.36617  0.11
H  -1.99515  -0.61180  1.91759  0.07
H  -2.06479  -1.36482  0.21996  0.05
H  -3.24751  -0.18922  0.78785  0.10
H  2.82803  0.09337  1.92531  0.07
H  2.32868  -0.88376  0.77461  0.04
C  -6.97354  -1.75367  -0.43235  -0.10
O  -5.59239  -1.50186  0.05388  -0.18
H  -7.06733  -1.56239  -1.50979  0.08
H  -7.20239  -2.77402  -0.25592  0.05
H  -7.63059  -1.14042  0.15144  0.07
H  -5.06634  -2.05908  -0.53194  0.00
C  3.60689  -1.35491  4.51208  -0.15
O  4.06645  -0.26154  3.73095  -0.17
H  3.32600  -0.95312  5.49013  0.07
H  2.73864  -1.84989  3.96515  0.09
H  4.45203  -2.03639  4.70558  0.08
H  4.94739  -0.44599  3.33276  0.03
C  3.08711  1.56256  -2.07365  -0.15
O  2.67710  2.12481  -0.82891  -0.17
H  3.31026  2.42142  -2.74771  0.09
H  4.03090  1.03546  -1.96009  0.05
H  2.35809  0.90027  -2.51738  0.06
H  2.64836  1.34907  -0.25495  0.00
C  -0.39669  -4.07953  1.02427  -0.12
O  0.52291  -4.51353  2.10882  -0.15
H  -1.25278  -3.50122  1.34161  0.03
H  0.30897  -3.44202  0.37624  0.10
H  -0.73984  -4.90278  0.43446  0.06
H  0.04348  -5.20544  2.55266  0.00

Entry 6:
# C3H4N2O

C3H4N2O in the gas phase (the ωB97M-V functional and the def2-TZVPD basis, OMol25).

- relative energy (zero: lowest compared OMol25 entry of this formula, charge and spin) (kcal per mole) = 20.27
- orbital gap (eV) = 9.68
- total charge = 0

Each line ends with the Löwdin charge.
CARTESIAN COORDINATES (ANGSTROEM)
N  -1.69644  0.65488  -0.08110  0.11
C  -0.41606  0.13346  0.05220  -0.38
C  0.10775  -0.85168  0.81658  -0.09
N  1.46484  -0.98005  0.54967  0.08
C  1.69527  -0.06707  -0.32899  -0.21
O  0.61184  0.64970  -0.70375  0.06
H  -1.69010  1.62019  -0.38435  0.09
H  -2.30453  0.09802  -0.68239  0.10
H  -0.40993  -1.46515  1.54429  0.11
H  2.63736  0.20770  -0.78216  0.13